# 1
Formula: C20H15Cl42F4IO3
Source: the Open Molecules 2025 dataset
Level of theory: ωB97M-V with the def2-TZVPD basis set

CARTESIAN COORDINATES (ANGSTROEM)
H -1.1235 1.9531 -4.8340
Cl 4.6666 9.2288 3.1517
Cl -2.6459 -3.1050 -1.2253
Cl 2.5510 -0.9618 -1.8634
H -4.8001 4.3857 -5.7638
C 6.5268 -2.1876 -3.4127
Cl -0.7133 -3.0019 7.0999
C 4.3790 6.1049 7.5756
C -0.2310 2.4699 -4.4721
C -1.3176 -3.7772 -5.2451
C -5.7446 4.7187 -5.3259
Cl -5.1285 1.3375 -0.3441
Cl 1.8057 -3.1469 8.5547
H -8.0360 -3.9706 3.9808
H 2.0443 4.3973 1.2217
C 6.5650 0.4296 4.0707
Cl -0.7309 4.0097 -3.7518
C -4.0858 -6.9248 -1.5207
Cl -5.2738 -5.8604 -0.7494
H 2.2916 -3.3033 -1.9302
Cl 4.8651 7.6717 6.9057
H -4.5536 -7.8982 -1.6891
Cl 1.6985 -3.9173 5.7478
C 1.0464 -2.8299 6.9854
H -2.8078 -5.3221 -9.6790
H -4.4544 -2.0426 -0.1504
Cl -6.9102 3.3887 -5.4353
C 2.0649 -2.5285 -1.1935
C 5.2746 2.3641 4.1688
Cl 2.9738 -2.8815 0.2859
F 2.3473 -0.3138 5.0459
C 4.3305 1.1770 3.5175
C -7.1405 -4.2958 3.4451
Cl 4.3924 10.5707 0.5811
Cl 0.5561 1.4433 -3.2613
Cl 2.4184 8.5965 1.4114
Cl -6.3180 6.1250 -6.2386
Cl -0.7555 -5.3134 -5.9264
C 4.1268 9.0624 1.4723
F 2.4493 2.8440 3.2918
O 4.9666 3.4561 4.8729
C -3.4231 -2.2707 0.1310
H 4.7160 8.2736 0.9977
F 2.5256 1.0460 1.6572
C -6.5497 0.7486 -1.2231
Cl -5.7193 -3.7069 4.3240
Cl -0.5171 -3.4530 -3.6980
Cl -6.5978 1.4320 -2.8572
Cl -3.3592 -5.1403 -7.3949
Cl 0.3222 -2.5546 -0.8741
H -7.4452 1.0738 -0.6873
F 0.7407 1.4786 4.6943
O 7.4844 -0.1822 4.8229
Cl -2.6028 -7.5295 -8.8790
Cl -3.0778 -3.7930 -5.0435
H 4.6058 5.3301 6.8389
H 1.2738 -1.8012 6.6944
H 7.1160 -2.9764 -3.8873
C 1.9634 4.6927 0.1724
Cl -3.5862 -6.2668 -3.0882
Cl -2.6804 -7.1558 -0.4666
Cl -3.4527 -3.3096 1.5659
Cl 3.5015 5.4196 -0.3231
I 4.5864 -2.0592 2.5819
Cl -5.0345 -6.0882 -9.5809
Cl 0.6440 5.8658 0.0228
Cl 1.6209 3.2452 -0.7902
Cl -6.5508 -1.0221 -1.2891
C 5.1562 -0.0917 3.4068
Cl 2.6363 6.0788 7.8950
Cl 4.8184 -2.6535 -3.4736
C -3.3755 -5.9380 -8.9769
Cl -7.1416 -6.0664 3.3790
C 2.7648 1.3865 3.0788
Cl 6.7924 -0.6793 -4.3039
Cl 5.2879 5.7519 9.0550
Cl -5.4529 5.1526 -3.6329
H 1.0563 -0.1986 3.3188
Cl -2.5905 -0.7469 0.4833
H -1.0579 -2.9760 -5.9418
Cl 7.0666 -2.0212 -1.7333
Cl 0.8495 2.7488 -5.8485
Cl -7.1885 -3.6124 1.8110
O 6.6099 1.8765 3.6876
C 1.6949 0.5402 3.9999

E = -21021.68224 a.u.
orbital gap = 8.13 eV

# 2
Formula: C2H2ClNO
Source: the Open Molecules 2025 dataset
Level of theory: ωB97M-V with the def2-TZVPD basis set

CARTESIAN COORDINATES (ANGSTROEM)
C -0.7781 -0.0706 0.3940
H -0.4930 0.1990 1.3609
C 1.6498 0.2749 0.0012
Cl -0.7711 -1.6751 -0.0342
H -1.2495 0.3829 -1.2467
N 2.7772 0.0440 -0.0584
O -1.1352 0.8449 -0.4168

ΔE to the lowest compared entry with this formula, charge and spin = 2.929 eV
E = -667.45756 a.u.
orbital gap (alpha / beta) = 8.11 / 8.11 eV

# 3
Formula: C3H5BrI2N
Source: the Open Molecules 2025 dataset
Level of theory: ωB97M-V with the def2-TZVPD basis set

CARTESIAN COORDINATES (ANGSTROEM)
H 2.0764 2.7862 -1.7006
H -1.0675 -0.1837 1.6442
H 0.7812 -1.3375 -0.4031
Br 5.3110 0.9237 0.1607
H -0.4055 0.1961 -0.5274
N -0.4307 -0.8973 1.1782
C 2.4920 0.3896 -0.1827
C 0.0327 -0.5824 0.0191
H -0.0448 -1.6312 1.7725
C 3.6696 -0.0506 0.0186
I 3.8332 -2.1436 -0.0472
I 2.3206 2.7101 -0.1848

charge = +1
ΔE to the lowest compared entry with this formula, charge and spin = 3.372 eV
E = -3341.02816 a.u.
orbital gap = 8.11 eV

# 4
Formula: C33H38BaI2N6Te
Source: the Open Molecules 2025 dataset
Level of theory: ωB97M-V with the def2-TZVPD basis set

CARTESIAN COORDINATES (ANGSTROEM)
C -3.2997 1.4795 1.8696
C -3.7788 2.7581 1.5273
H 1.2915 -1.3128 2.2622
H 5.1155 -0.4464 0.8022
H -2.1703 0.7742 -6.3992
C -3.7664 3.4277 3.8666
N 1.4683 1.3275 1.6387
C 2.7976 1.3432 1.7290
C -0.8440 -1.0750 -3.2233
H -2.9083 -1.5513 -2.8876
H -1.5375 -0.3357 3.3058
C 6.5550 -0.3150 -2.1138
C -1.8125 0.2766 -5.5079
H -4.3700 4.6808 2.2409
H -3.7459 -0.4189 -4.8878
H -3.1466 3.6068 -0.3493
H 2.6622 -1.4432 -4.6587
H -2.5270 -0.1972 4.7648
H -3.0705 -5.2987 -1.7433
C 3.4707 1.6478 2.8971
H -3.1636 -0.9607 3.2890
H 0.2127 0.8790 -5.8164
H -3.6644 4.1335 5.8972
C -1.1572 -3.9047 0.6635
H -3.1111 1.9190 5.2273
H 1.4581 1.8761 -4.1678
H -3.5600 5.4112 4.6840
H 0.9852 -3.0547 2.3296
C -3.0614 1.1912 3.2206
C 6.7198 -0.4490 -0.7551
H 2.9460 1.2340 -3.4754
C -2.2108 -1.0579 -3.5502
C 2.1690 -1.3651 -3.6782
C -1.7674 -3.6272 -2.0087
N 4.5191 -0.1936 -1.1845
C -0.8830 -2.7085 -1.4281
H 1.7579 -2.4853 -1.1765
H 3.3417 1.1018 0.8227
H 7.2621 -0.3188 -2.9245
N 5.2329 -0.1640 -2.3170
H 2.4962 0.8266 -5.1454
C 2.1025 0.9979 -4.1316
Te -3.0405 -0.0294 0.3811
H 2.0754 -3.5412 0.2137
C -2.6850 -0.4035 -4.6729
N 0.5423 -2.0931 0.4778
C 1.3450 1.9434 3.9392
H 1.5191 -2.2235 -3.5411
H -0.3346 1.6143 2.6236
C 1.8264 -2.5171 -0.0928
H -4.8247 3.9381 0.0737
H -1.9798 -3.5533 -3.0660
C 0.6117 -2.1010 1.9323
I 8.4678 -0.7079 0.2832
C -3.9967 3.7015 2.5255
C -4.0364 4.4596 4.9257
C 0.0278 -0.2902 -4.0351
Ba -0.0569 0.4426 -0.7457
H 2.6239 -1.8418 0.2279
C -2.1079 -4.7423 0.0898
H 2.9221 -1.3901 -2.8886
C -2.3765 -4.6223 -1.2599
H -4.3429 2.3342 -0.5141
H -2.6063 -5.4874 0.6942
H 3.2164 2.1941 4.9612
C -3.2985 2.1659 4.1879
C -0.5173 -2.9206 -0.0680
H -0.3778 -1.9098 2.3445
H 4.5516 1.6471 2.9197
C 2.7295 1.9520 4.0262
N 1.3813 -0.1371 -3.5976
I 0.1924 2.3878 5.5976
C -0.4670 0.3336 -5.1733
H 4.7555 -0.0681 -3.1976
H -0.9142 -4.0357 1.7096
H -5.1064 4.6510 5.0299
C -2.5492 -0.1463 3.6757
N -0.2980 -1.6500 -2.0924
C 5.4173 -0.3669 -0.2295
C -4.0446 3.1764 0.1066
C 0.7484 1.6284 2.7203

ΔE to the lowest compared entry with this formula, charge and spin = 1.952 eV
E = -2497.74615 a.u.
orbital gap = 6.04 eV

# 5
Formula: CBr3NO
Source: the Open Molecules 2025 dataset
Level of theory: ωB97M-V with the def2-TZVPD basis set

CARTESIAN COORDINATES (ANGSTROEM)
C -0.1085 2.0662 -0.1647
O -0.8402 0.8915 1.7027
Br 1.0047 2.5147 -1.5018
Br -0.3939 -2.5812 -0.9668
Br 0.6566 -4.2647 0.1732
N -0.3187 1.3734 0.7573

ΔE to the lowest compared entry with this formula, charge and spin = 0.239 eV
E = -7890.00830 a.u.
orbital gap = 8.26 eV
SMILES string = [O-][N+]#CBr.BrBr

# 6
Formula: C51H47N9OP3S2Sn
Source: the Open Molecules 2025 dataset
Level of theory: ωB97M-V with the def2-TZVPD basis set

CARTESIAN COORDINATES (ANGSTROEM)
H 2.9117 7.4138 -1.5902
H -3.8624 0.0182 3.1426
H 0.6827 -2.8521 -4.3135
C 0.9302 5.2035 0.0385
Sn 1.1010 -0.8161 0.4479
H -2.2093 -4.0047 2.6690
H -2.2540 -2.4774 5.4914
C -0.9202 5.6137 -3.9780
H 1.4994 3.0433 3.3520
H -2.4619 4.2750 4.4640
N 1.7051 -4.1457 2.4005
C 2.8963 4.1196 -0.8186
H 1.4174 -3.7434 6.8539
C 1.3740 6.4082 -0.4860
C 5.7586 -2.5602 -0.9023
C -2.0251 0.7408 -2.7297
P 1.2141 2.3942 0.5099
C -1.8287 -4.3121 1.6951
H -3.0450 -1.6165 0.3402
H 1.6496 3.4215 -4.2615
C 5.5701 -3.1355 -2.1488
C 0.7370 3.8715 -3.8923
C -1.1156 3.8325 -2.3798
C -1.3206 3.1018 1.5043
C 3.3354 5.3232 -1.3419
C -2.8624 -0.3452 2.9799
N -0.7893 -0.7588 2.2730
N 2.4093 -2.6725 5.3511
C 2.5719 6.4697 -1.1809
C -3.5198 -1.5222 -0.6296
H 2.5923 -5.2783 0.8265
C -5.6507 -1.8514 -1.8821
H 2.2303 -3.6868 -4.2333
H 4.1869 -3.4578 -3.7422
H 6.3781 -3.6668 -2.6359
N -0.3938 -4.4494 1.7678
H -2.2764 -5.2671 1.4219
C -0.4340 3.6818 4.0608
C -1.7670 3.8804 3.7317
C 3.2974 -2.3561 -2.1081
C -5.4348 -1.0664 -2.9449
C 0.2602 5.0546 -4.4412
C -0.3546 -0.7281 -3.6085
H -2.0886 -3.5660 0.9439
C -2.2119 3.5876 2.4497
C -1.2535 -1.6004 -1.4138
C 2.2047 -3.8838 6.1108
H 4.7839 -1.3789 0.6183
P 0.6148 1.5874 -2.2424
N 1.0004 -1.8186 -1.9255
C 0.0522 3.2449 -2.8579
H -4.5535 0.5799 -1.9477
S 2.8366 1.6754 1.3832
H -1.9751 0.6291 1.2078
H -3.2498 3.7544 2.1845
H -4.5728 0.7343 -3.7177
C -1.3791 -1.2390 -4.5788
H 3.1273 -4.1501 6.6213
H -3.4162 -1.1385 5.5451
C 1.7398 -2.7233 -4.0929
C 4.3375 -3.0230 -2.7653
C 0.4549 3.1987 3.1107
C -2.5872 -1.2669 -1.6904
C -2.9723 -1.9050 4.9104
H 0.8162 5.5459 -5.2312
H -1.0512 -1.6665 -5.5196
C 1.6831 4.0478 -0.1359
H -2.4276 1.5972 -2.2048
C -4.4212 0.0360 -2.8900
H 0.7795 7.3036 -0.3479
C 0.3018 1.3041 -0.5291
H -1.6540 2.8747 0.4992
C 1.9433 -2.2537 -2.6802
C -1.0269 -1.5274 3.3408
H -6.0299 -1.1783 -3.8448
C 1.5304 -2.1209 4.4640
C 1.6807 -4.9178 1.2749
N -0.2479 -1.6123 -2.4167
H 3.4876 3.2189 -0.9243
H -3.4687 -1.4842 -4.8446
C 3.2632 -0.8679 4.4643
H -0.0264 -5.6148 0.0143
H -1.3010 6.5289 -4.4162
C -2.9642 -0.4374 -2.9318
O -0.8764 -2.0532 -0.2800
H -0.0885 3.9200 5.0601
P -0.0713 -2.8944 4.1153
C -2.6492 -1.1281 -4.2287
H 0.6339 -0.6498 -4.0498
H -0.0046 5.1684 0.5810
C 0.3921 -5.1041 0.8640
S 2.3244 1.1200 -3.1198
H 4.2782 5.3705 -1.8735
C 3.5222 -1.8800 5.3455
C -4.8483 -1.8068 -0.6801
H -1.6341 3.3759 -1.5487
C 0.4433 -3.8484 2.6521
H -2.5214 5.4375 -2.5594
H 6.7086 -2.6234 -0.3898
H 3.8703 -0.0297 4.1683
H 4.3771 -2.0956 5.9637
N 2.0202 -1.0288 3.9282
C -1.9166 -0.0357 2.0517
H -3.7638 -2.5769 4.5708
H 1.9170 -4.6958 5.4421
C 0.0208 2.9115 1.8216
C -1.6067 4.9994 -2.9417
H -5.3389 -2.0972 0.2452
H 2.1748 -2.0113 -4.7985
C -0.7397 0.6119 -3.0321
C 4.6898 -1.8808 -0.3394
N -2.3022 -1.2886 3.7891
N 3.5097 -1.7825 -0.9237
H -6.4626 -2.5749 -1.8997

charge = -1
ΔE to the lowest compared entry with this formula, charge and spin = 2.719 eV
E = -4574.45301 a.u.
orbital gap = 5.93 eV

# 7
Formula: C3H2O3Yb
Source: the Open Molecules 2025 dataset
Level of theory: ωB97M-V with the def2-TZVPD basis set

CARTESIAN COORDINATES (ANGSTROEM)
C 1.8473 1.3066 2.2974
C 0.1767 0.1951 0.0780
Yb -1.6168 -0.8578 -2.7357
O -0.5382 -0.3603 -0.6933
O 0.9646 1.0845 0.1750
H 1.5131 2.3189 2.5381
H 2.9017 1.1216 2.0767
O 0.3474 -0.4503 2.3362
C 1.1587 0.2787 2.8914

charge = +3
ΔE to the lowest compared entry with this formula, charge and spin = 0.000 eV
E = -1498.58564 a.u.
spin multiplicity = 2
orbital gap (alpha / beta) = 9.57 / 8.23 eV